Density functional theory data (the ωB97M-V functional and the def2-TZVPD basis) for a 8-piece molecular cluster, C32H48O24 overall in a non-equilibrium geometry.

Strongest force on any atom = 3.983 eV/Å
E_tot = -83101.1054 eV
Charge = 0
SMILES string = C[C@H]1COC(=O)O1.C[C@H]1COC(=O)O1.C[C@H]1COC(=O)O1.C[C@H]1COC(=O)O1.C[C@H]1COC(=O)O1.C[C@H]1COC(=O)O1.C[C@H]1COC(=O)O1.C[C@H]1COC(=O)O1
Spin multiplicity = 1
Energy above the lowest of the compared OMol25 structures with the same formula, charge and spin = 407.2 kJ/mol
Gap between HOMO and LUMO = 0.383 Eh
E_LUMO = -0.19 eV

Each line ends with the Löwdin charge.
Element x y z (Å)
C 4.43506 8.52201 0.41564  -0.01
C 4.12551 10.02626 0.17345  -0.28
C 4.82108 11.14957 0.99565  -0.07
O 5.28274 11.99996 -0.02913  0.09
C 5.12343 11.54503 -1.21791  -0.60
O 5.54819 12.09493 -2.22414  0.13
O 4.59394 10.32253 -1.14797  0.08
H 3.98825 8.33756 1.39260  0.08
H 5.49595 8.30316 0.53689  0.09
H 3.91392 7.81118 -0.22563  0.08
H 3.06706 10.28419 0.20876  0.15
H 5.68830 10.75301 1.52365  0.13
H 4.12266 11.67892 1.64380  0.13
C 0.30793 6.25013 -6.75650  -0.02
C 0.26329 6.17530 -8.28154  -0.30
C -1.06468 6.53010 -8.95611  -0.08
O -0.69204 7.55225 -9.87974  0.08
C 0.60099 7.85067 -9.76605  -0.60
O 1.19430 8.59333 -10.50655  0.15
O 1.14448 7.15567 -8.80796  0.10
H 1.22239 5.78955 -6.38270  0.08
H -0.55209 5.73477 -6.32886  0.09
H 0.30294 7.29554 -6.44795  0.09
H 0.59796 5.18928 -8.60379  0.15
H -1.81560 6.89008 -8.25281  0.13
H -1.60579 5.69225 -9.39579  0.13
C -0.92411 -14.25459 1.21325  -0.02
C -0.46660 -13.08407 0.33687  -0.40
C -1.59536 -12.43901 -0.39976  -0.08
O -1.40986 -11.01465 -0.21878  0.09
C -0.35168 -10.82618 0.56980  -0.49
O 0.21671 -9.78559 0.82618  0.14
O 0.14551 -12.07152 1.00840  0.08
H -0.07153 -14.83864 1.55981  0.08
H -1.60452 -14.91610 0.67703  0.09
H -1.47109 -13.92582 2.09690  0.09
H 0.22450 -13.49268 -0.40037  0.15
H -2.55592 -12.84750 -0.08583  0.13
H -1.49737 -12.67469 -1.45946  0.14
C -7.30241 -4.17393 2.68891  -0.01
C -7.79891 -4.14634 1.19708  -0.30
C -6.73290 -4.24015 0.13879  -0.12
O -6.86866 -5.46123 -0.51534  0.11
C -7.99537 -6.02301 -0.19600  -0.56
O -8.41407 -7.08022 -0.57567  0.16
O -8.55741 -5.26570 0.79627  0.08
H -6.63445 -3.39802 3.06293  0.08
H -6.68695 -5.04362 2.91898  0.08
H -8.10004 -4.22474 3.43007  0.08
H -8.34441 -3.22693 0.98442  0.14
H -5.79983 -4.28540 0.70044  0.13
H -6.77525 -3.33960 -0.47383  0.14
C 8.50020 -2.80699 4.99505  -0.02
C 9.40393 -3.50479 6.02407  -0.34
C 10.82297 -3.70526 5.47827  -0.08
O 11.53317 -2.86499 6.37681  0.09
C 10.78903 -2.41229 7.38135  -0.57
O 11.21910 -1.86626 8.37486  0.15
O 9.52978 -2.68687 7.11855  0.11
H 7.68084 -2.22949 5.42313  0.08
H 8.15960 -3.53029 4.25417  0.09
H 9.05628 -2.02650 4.47571  0.08
H 8.99964 -4.49058 6.25405  0.15
H 10.83204 -3.42130 4.42594  0.13
H 11.10339 -4.75836 5.45685  0.13
C -7.24503 4.26247 0.82279  -0.03
C -6.75776 5.61214 0.29791  -0.32
C -6.34761 5.57040 -1.17441  -0.10
O -7.04350 6.64041 -1.77512  0.07
C -7.92296 7.16645 -0.89623  -0.54
O -8.66706 8.11935 -1.09402  0.13
O -7.78761 6.55547 0.26895  0.10
H -6.52971 3.44700 0.71589  0.09
H -8.10550 3.88935 0.26740  0.09
H -7.52087 4.27862 1.87718  0.08
H -5.96384 5.98474 0.94517  0.15
H -6.69186 4.66029 -1.66562  0.14
H -5.26762 5.71608 -1.19667  0.14
C 2.77663 -1.64514 -2.36394  -0.01
C 1.80457 -2.33327 -3.36896  -0.32
C 0.42671 -2.64623 -2.83346  -0.07
O -0.39197 -2.05238 -3.85731  0.09
C 0.31254 -1.32412 -4.70336  -0.59
O -0.17938 -0.61837 -5.55427  0.14
O 1.59944 -1.43791 -4.42202  0.10
H 2.29518 -0.87778 -1.75776  0.08
H 3.67228 -1.26385 -2.85439  0.08
H 3.21929 -2.34210 -1.65233  0.08
H 2.26420 -3.24963 -3.73925  0.15
H 0.22730 -2.21512 -1.85241  0.13
H 0.37705 -3.72930 -2.72120  0.13
C -0.56955 -1.61190 4.28405  -0.01
C -1.00206 -0.12931 4.38314  -0.32
C -0.04152 0.82432 5.04267  -0.08
O -0.00025 1.87454 4.09166  0.08
C -0.61640 1.56456 2.96325  -0.61
O -0.73014 2.23844 1.99312  0.17
O -1.16191 0.36364 3.07720  0.09
H -1.29089 -2.30099 3.84483  0.08
H -0.38460 -2.03733 5.27040  0.08
H 0.35766 -1.80779 3.74552  0.09
H -1.94829 0.04422 4.89562  0.15
H 1.00424 0.53102 5.13471  0.14
H -0.53736 1.13573 5.96206  0.14

Density functional theory data (the ωB97M-V functional and the def2-TZVPD basis) for a 8-piece molecular cluster, C32H48O4S4 overall in a non-equilibrium geometry.

Strongest force on any atom = 8.250 eV/Å
E_tot = -85479.4442 eV
Charge = 0
Spin multiplicity = 1
Energy above the lowest of the compared OMol25 structures with the same formula, charge and spin = 911.5 kJ/mol
Gap between HOMO and LUMO = 0.314 Eh
E_LUMO = 0.10 eV

Each line ends with the Löwdin charge.
Element x y z (Å)
C -0.73360 1.61697 -0.23288  -0.28
S 0.93540 0.99197 -0.50188  0.86
O 1.52440 0.87897 0.87012  -0.60
C 0.57340 -0.70203 -1.14388  -0.20
H -1.54860 0.95697 0.19712  0.05
H -1.09960 1.96997 -1.34088  0.10
H -0.79560 2.53897 0.21412  -0.02
H 1.31940 -1.36103 -0.67488  0.04
H 0.64440 -0.70003 -2.26588  0.06
H -0.35560 -1.02903 -1.06888  -0.02
C 6.07940 2.71197 2.93312  -0.33
S 6.32740 1.02897 2.70212  0.81
O 7.05440 0.51097 3.95912  -0.55
C 4.62140 0.60797 2.82912  -0.29
H 7.09440 3.04097 3.09812  0.03
H 5.66940 2.86797 3.93212  0.06
H 5.74040 3.35897 2.00912  0.12
H 4.28740 0.76897 3.77712  0.02
H 4.52740 -0.43703 2.69512  0.03
H 3.95240 0.90697 1.97912  0.07
C 0.08340 3.12097 -4.32588  -0.28
S 1.65140 2.26197 -4.63288  0.85
O 1.97140 1.53797 -3.28588  -0.62
C 1.01040 0.98297 -5.80888  -0.29
H 0.52440 4.02797 -3.67888  0.10
H -0.67360 2.66597 -3.86788  -0.02
H -0.35260 3.64597 -5.24188  0.08
H 1.73140 0.23397 -6.09188  0.02
H 0.51240 1.50997 -6.74188  0.09
H 0.09940 0.40597 -5.39188  0.07
C -0.57260 1.69997 3.51812  -0.34
S 0.96540 0.98397 3.93212  0.86
O 0.85040 1.17497 5.52812  -0.60
C 0.46940 -0.69103 3.89112  -0.29
H -0.49560 2.80597 3.68912  0.06
H -1.48960 1.49497 4.23212  0.11
H -0.89960 1.54797 2.42212  0.04
H -0.10260 -1.08103 4.63212  0.03
H 1.38240 -1.21903 3.96712  0.03
H 0.19940 -0.83503 2.75912  0.08
C -3.90460 -0.48903 0.41913  -0.13
C -3.60560 -1.67503 -0.54588  0.00
C -2.94560 -2.79503 0.03412  -0.13
C -2.50260 -2.77303 1.33212  -0.15
C -2.86860 -1.76203 2.24012  -0.05
C -3.61160 -0.54003 1.70412  -0.13
H -4.38160 0.37797 -0.05088  0.10
H -3.97860 -1.75203 -1.50088  0.05
H -2.65160 -3.74003 -0.50988  0.10
H -1.87460 -3.71603 1.63412  0.10
H -2.62060 -1.89103 3.31812  0.10
H -3.94560 0.28597 2.51912  0.15
C -3.70260 7.61397 1.39312  -0.08
C -3.78460 6.77197 2.65612  -0.06
C -3.37960 5.39597 2.62512  -0.11
C -2.84060 4.74797 1.48812  -0.11
C -2.63560 5.57497 0.30012  -0.06
C -3.07960 7.02497 0.28212  -0.11
H -3.99160 8.73497 1.63512  0.13
H -4.26460 7.07297 3.47012  0.03
H -3.47960 4.78697 3.61812  0.13
H -2.79760 3.73297 1.47812  0.04
H -2.35560 4.87097 -0.59388  0.11
H -3.06760 7.46097 -0.77388  0.10
C 1.21740 -6.03703 0.22312  -0.09
C 0.39540 -5.15503 1.14812  -0.07
C 0.94740 -3.90803 1.64412  -0.09
C 2.08040 -3.38403 0.95812  -0.15
C 2.85440 -4.07203 0.07112  -0.04
C 2.38140 -5.49703 -0.26488  -0.07
H 0.88440 -7.04303 -0.01488  0.09
H -0.55760 -5.62503 1.57212  0.10
H 0.29840 -3.20803 2.23412  0.08
H 2.46840 -2.34103 1.37712  0.14
H 3.62540 -3.65703 -0.45488  0.06
H 2.89640 -6.14503 -0.89188  0.07
C 0.68540 -3.03903 -4.90288  -0.04
C 0.92140 -3.35103 -3.40288  -0.07
C 0.02240 -4.00903 -2.71088  -0.13
C -1.24960 -4.31303 -3.31688  -0.08
C -1.62160 -4.07003 -4.68988  -0.08
C -0.55460 -3.42903 -5.46688  -0.13
H 1.47340 -2.46803 -5.54588  0.11
H 1.77740 -3.03403 -3.08988  0.03
H 0.02340 -4.10303 -1.69988  0.05
H -2.05060 -4.88303 -2.59788  0.13
H -2.54860 -4.23903 -5.25988  0.09
H -0.78260 -3.11303 -6.55988  0.11